# 1
Computed, not measured: C23H37AsN6OS4W as an isolated structure, with ωB97M-V with the def2-TZVPD basis set.

Structure (XYZ):
```
73
Properties=species:S:1:pos:R:3:forces:R:3:lowdin_charge:R:1
W 1.48670 -0.69247 -0.59730 -0.014 -0.425 0.285 0.909
S 2.27271 -2.72095 0.08385 -0.134 0.244 -0.130 0.122
S 4.21483 -3.17983 -0.48817 0.029 -0.012 -0.006 0.084
S 4.46619 -1.86630 -2.01370 -0.007 0.008 -0.003 0.052
S 3.76305 -0.16830 -1.05225 -0.033 0.008 -0.037 0.167
O -0.66523 -0.36215 -1.33652 0.051 -0.189 -0.064 -0.276
C -1.45368 -0.72158 -2.50836 -0.007 0.000 -0.010 -0.163
C -1.58488 -2.22406 -2.67902 0.033 0.013 0.010 -0.135
C -0.22812 -2.93216 -2.52822 0.009 0.005 -0.014 -0.132
C 0.79852 -2.19262 -3.33815 0.002 -0.002 0.021 -0.270
C 1.00586 -2.55630 -4.66081 0.000 -0.002 0.002 0.018
C 1.75583 -1.75318 -5.49821 0.002 0.003 0.000 -0.001
C 2.26126 -0.56593 -4.99150 0.001 0.003 -0.008 -0.019
C 2.06513 -0.28093 -3.66051 -0.011 -0.006 0.034 -0.195
N 1.38205 -1.08666 -2.82072 0.048 0.065 -0.074 -0.079
H -1.26117 -0.15714 -0.60645 -0.001 0.128 -0.038 0.014
H -0.94291 -0.27968 -3.36098 -0.017 0.032 -0.009 0.120
H -2.42114 -0.23031 -2.40903 -0.016 -0.039 0.022 0.140
H -1.99345 -2.40149 -3.67682 -0.003 0.013 -0.001 0.135
H -2.30111 -2.64328 -1.97182 0.006 -0.007 0.003 0.109
H -0.30531 -3.95966 -2.88081 0.001 0.002 -0.008 0.133
H 0.05847 -2.97972 -1.48002 -0.009 -0.007 0.001 0.046
H 0.55437 -3.46908 -5.02503 -0.001 0.000 0.000 0.134
H 1.92336 -2.03569 -6.52882 0.003 0.002 -0.001 0.129
H 2.82246 0.12325 -5.60559 0.000 -0.001 -0.002 0.126
H 2.49241 0.60906 -3.22467 0.013 -0.004 0.007 0.067
N 1.50310 3.59708 -0.19004 0.022 -0.005 -0.015 0.148
C 0.84882 3.63724 -1.39615 0.000 0.000 0.011 -0.036
C 0.64357 2.34383 -1.76340 -0.006 0.024 -0.032 -0.092
N 1.17103 1.51678 -0.80029 -0.148 -0.008 0.013 -0.050
C 1.67096 2.30428 0.13585 -0.029 0.041 0.040 -0.286
C 2.26823 1.63150 1.25204 0.021 -0.001 -0.003 -0.274
N 2.22128 0.30802 1.21793 0.108 -0.023 0.048 -0.181
C 2.98206 -0.14167 2.27543 -0.020 0.002 0.009 -0.136
C 3.45778 0.93007 2.95975 -0.007 -0.005 0.002 -0.019
N 2.99915 2.04687 2.30155 -0.009 0.007 0.005 0.159
H 1.78673 4.39870 0.34800 -0.017 0.001 0.010 0.174
H 0.59763 4.56362 -1.88087 -0.004 -0.001 0.000 0.132
H 0.16160 1.96540 -2.64716 0.001 -0.005 0.001 0.114
H 3.13693 -1.19054 2.45794 0.006 -0.002 -0.001 0.111
H 4.07130 0.99624 3.84050 0.002 -0.003 0.000 0.137
H 3.20677 2.99862 2.55556 -0.002 0.002 -0.002 0.177
C -2.56277 5.99918 0.77062 0.003 0.010 0.002 -0.087
C -2.79282 4.86475 1.77151 -0.004 0.005 -0.008 -0.212
C -1.94663 3.70182 1.49746 -0.043 -0.071 0.046 -0.189
N -1.29135 2.78272 1.27903 0.108 0.054 -0.055 0.172
H -3.21928 6.83274 1.00977 -0.003 -0.002 0.001 0.085
H -2.78023 5.67500 -0.24587 0.002 0.000 0.001 0.080
H -1.53492 6.35772 0.81321 -0.002 -0.005 -0.002 0.075
H -3.83020 4.52757 1.74840 0.002 0.001 -0.001 0.125
H -2.58712 5.19108 2.79194 0.001 0.002 -0.002 0.124
C -2.92224 -0.16975 0.99220 0.033 -0.015 0.025 -0.138
C -2.18927 -1.50984 1.00940 0.028 -0.067 0.011 -0.376
As -0.26799 -1.49795 1.45172 -0.043 0.068 -0.038 1.196
C -0.05104 -3.31546 2.17744 0.051 0.012 -0.008 -0.424
C -1.28628 -4.00132 2.75309 0.000 0.005 0.002 -0.147
C -0.28103 -0.32497 3.01441 0.003 0.045 -0.054 -0.395
C -1.20508 -0.75029 4.14871 -0.023 0.008 -0.003 -0.134
H -3.97755 -0.34071 0.77804 0.004 0.019 -0.010 0.093
H -2.56054 0.55985 0.26169 0.004 0.047 0.001 0.048
H -2.85356 0.32655 1.95902 0.004 0.024 -0.030 0.062
H -2.31183 -2.05752 0.07410 0.005 0.006 0.012 0.057
H -2.63272 -2.13501 1.78185 -0.021 0.001 -0.002 0.060
H 0.74090 -3.22960 2.92496 -0.005 0.007 0.009 0.075
H 0.35956 -3.92599 1.37593 0.005 0.010 0.006 0.011
H -1.79559 -3.41484 3.51515 0.002 0.009 0.000 0.058
H -0.97876 -4.93959 3.21534 -0.005 0.002 0.003 0.088
H -2.00644 -4.25263 1.97497 -0.006 0.009 -0.002 0.075
H -0.55409 0.65504 2.61485 -0.002 0.027 0.021 0.036
H 0.74255 -0.24327 3.37420 0.020 -0.046 -0.004 0.048
H -2.24460 -0.83964 3.83052 0.015 -0.025 0.013 0.066
H -1.17254 -0.00464 4.94372 -0.010 0.002 -0.002 0.085
H -0.89969 -1.69991 4.58559 0.012 0.003 0.002 0.069
```
Forces are in eV/Å.

Calculated values
Total charge: +2
HOMO energy (spin up / spin down) (eV): -12.80 / -12.80
ΔE to the lowest compared entry with this formula, charge and spin (kcal per mole): 5.8
Total energy (eV): -141434.2595

# 2
Computed, not measured: C23H37CaO2 as an isolated structure, with ωB97M-V with the def2-TZVPD basis set.

Structure (XYZ):
```
63
Properties=species:S:1:pos:R:3:forces:R:3:lowdin_charge:R:1
O -0.90811 -1.04416 -1.50879 -1.661 -0.715 0.219 -0.117
C -2.24719 -0.48024 -1.37967 1.633 1.933 0.595 -0.209
C -2.96652 -1.59599 -2.16296 -0.002 1.193 -0.290 -0.053
H -2.00815 0.50038 -1.76702 -1.019 -0.740 0.588 0.043
H -2.47948 -0.21994 -0.35044 -0.518 -1.003 0.154 0.077
C -1.51625 -2.14655 -2.23058 0.341 -0.443 0.851 -0.566
H -3.53571 -1.37237 -3.17600 1.145 -0.360 2.166 0.150
H -3.53801 -2.13089 -1.40220 -0.495 -0.238 -0.798 0.099
C -0.96648 -2.10046 -3.61882 -0.326 -0.479 -0.137 -0.003
H -1.17153 -1.07570 -3.97202 0.676 -0.860 -0.114 0.064
H -1.52433 -2.80244 -4.21022 -0.451 -0.344 -0.647 0.078
H 0.06552 -2.41955 -3.69262 0.382 0.446 0.153 0.092
C -1.46929 -3.39775 -1.36393 0.022 -0.997 -0.297 -0.018
H -2.08375 -3.26675 -0.46634 0.315 0.321 -0.035 0.084
H -0.49490 -3.78964 -1.03614 -0.148 0.496 -0.356 0.083
H -1.97730 -4.19746 -1.90700 0.001 -0.224 -0.178 0.082
Ca 0.49580 1.13771 0.84726 1.279 -2.346 1.925 1.333
C 0.42524 -1.25183 2.93653 -0.172 0.037 0.278 -0.160
C -0.04839 -0.06262 3.53079 -0.405 -0.051 0.080 -0.217
C -1.23895 0.33492 2.86018 0.278 -0.013 0.277 -0.277
H 0.37498 0.40427 4.41972 -0.178 0.012 -0.624 0.060
C -1.50901 -0.65032 1.86277 -0.080 -0.083 -0.245 -0.269
C -0.47172 -1.61653 1.91097 -0.341 0.027 0.090 -0.183
H -0.42742 -2.53440 1.32272 0.074 0.528 0.094 0.075
H 1.31378 -1.81779 3.25199 -0.492 0.467 -0.340 0.094
H -1.89824 1.14715 3.16061 0.064 -0.142 -0.035 0.062
H -2.44711 -0.75998 1.31174 0.441 0.081 0.364 0.060
C 3.16743 -1.45146 1.05220 0.170 0.510 -0.207 -0.188
C 2.23650 -2.37366 0.54085 0.328 0.259 -1.200 -0.201
C 1.62585 -1.80012 -0.59544 0.312 0.017 0.505 -0.201
H 2.01348 -3.35313 0.95200 0.098 0.039 -0.090 0.077
C 2.09750 -0.45659 -0.73245 0.245 -0.294 0.390 -0.287
C 3.08635 -0.25789 0.28813 0.071 -0.537 -0.074 -0.243
H 3.72022 0.62589 0.39319 -0.270 -0.364 0.014 0.062
H 3.85274 -1.64581 1.88020 -0.412 0.185 -0.310 0.064
H 0.94949 -2.31480 -1.26096 0.010 0.247 0.217 0.044
H 1.88715 0.23110 -1.55378 0.116 -0.207 -0.075 0.060
O -1.24415 1.90667 -2.56907 -2.155 1.376 -1.909 -0.156
C -2.26202 1.26630 -3.46388 -1.040 -0.919 0.758 -0.198
C -3.12237 2.25464 -4.20769 0.707 0.386 -0.138 -0.169
H -3.03536 0.80319 -2.81046 0.861 0.229 -0.803 0.096
H -1.79648 0.44787 -4.05355 -0.182 1.095 0.460 0.115
C -2.86676 3.54186 -3.42324 -0.203 0.282 -0.274 -0.164
H -4.20601 2.04366 -4.16205 0.669 -0.414 -0.132 0.118
H -2.80550 2.28933 -5.24050 -0.099 0.480 -0.375 0.101
C -1.76948 3.26748 -2.37157 0.289 -0.112 -0.420 -0.163
H -3.81210 3.81187 -2.93716 0.396 0.410 -0.114 0.108
H -2.55353 4.29174 -4.15553 -0.157 0.294 0.514 0.107
H -2.18887 3.42974 -1.35880 0.377 -0.440 -0.306 0.117
H -0.94313 3.97227 -2.54065 -0.068 -0.308 0.330 0.114
C 2.66078 1.25417 5.02769 0.162 -0.032 0.137 -0.124
C 3.27733 1.59386 3.66086 0.439 0.471 0.269 -0.546
C 4.34343 0.52379 3.40620 0.161 -0.021 0.096 -0.116
C 2.28667 1.82846 2.54626 -1.248 -0.508 -1.082 -0.315
H 2.31978 0.20959 5.02648 -0.011 0.267 0.006 0.060
H 1.82249 1.89481 5.32000 0.012 0.007 -0.203 0.063
H 3.41511 1.34161 5.82650 -0.055 -0.019 -0.201 0.065
H 3.84109 2.54212 3.75626 0.102 -0.139 0.500 0.100
H 3.93006 -0.48242 3.53102 0.013 0.208 -0.150 0.054
H 4.80746 0.59665 2.41990 -0.162 -0.020 -0.013 0.062
H 5.14909 0.63873 4.14512 -0.067 -0.023 -0.005 0.065
H 1.54879 2.58568 2.85574 0.076 0.581 0.108 -0.018
H 2.81948 2.15175 1.63766 0.152 0.507 0.040 -0.025
```
Forces are in eV/Å.

Calculated values
Total charge: -1
HOMO energy (eV): -2.26
Total energy (eV): -46978.8147

# 3
Computed, not measured: C23H37Cl2N4O4RbS3Si as an isolated structure, with ωB97M-V with the def2-TZVPD basis set.

Structure (XYZ):
```
75
Properties=species:S:1:pos:R:3:forces:R:3:lowdin_charge:R:1
Rb -0.46369 1.61932 0.99540 -0.359 0.118 -0.011 0.576
S -1.12697 3.23261 3.81124 0.001 -0.055 -0.020 0.379
C -1.69600 2.05532 4.96096 -0.035 0.061 0.060 -0.752
C -2.41423 2.53639 6.07111 0.003 -0.089 0.004 -0.103
C -2.94880 1.71655 7.05595 0.093 -0.050 -0.150 -0.225
C -3.67570 2.29538 8.14142 -0.058 0.059 0.107 -0.210
N -4.25895 2.78034 9.00936 0.004 -0.009 -0.011 0.118
C -2.76481 0.32565 6.95426 0.082 0.089 -0.144 -0.226
C -2.05197 -0.17295 5.86908 -0.026 0.144 0.028 -0.102
C -1.50762 0.63829 4.86091 -0.053 -0.102 0.078 -0.732
S -0.66744 -0.18030 3.56576 0.072 -0.071 0.149 0.406
C -3.29203 -0.57026 7.93260 -0.041 -0.094 0.096 -0.212
N -3.71000 -1.30774 8.71412 0.001 0.012 -0.011 0.117
H -2.55726 3.60607 6.14540 -0.001 0.003 0.005 0.091
H -1.90682 -1.24119 5.78470 0.002 -0.018 0.003 0.091
Cl -0.65883 5.03630 0.50718 0.089 0.108 -0.014 0.479
C 1.11964 5.11451 0.39256 -0.096 -0.026 0.027 -0.976
Cl 1.78672 3.65193 -0.32403 0.042 0.005 -0.096 0.540
H 1.51290 5.22520 1.39619 0.040 -0.053 0.039 0.026
H 1.36575 5.95894 -0.23817 0.043 0.025 0.010 0.020
C 2.69828 -0.33004 1.77977 0.065 0.055 0.000 -0.074
N 3.55528 0.81037 2.08251 -0.001 -0.131 0.083 -0.057
C 3.15696 1.94257 2.69181 0.039 -0.093 -0.158 -0.974
N 1.94342 1.96294 3.23161 -0.126 0.282 0.053 0.076
S 4.19867 3.28811 2.73524 0.001 0.060 0.001 0.431
H 3.32889 -1.19639 1.57822 0.054 0.032 0.013 0.078
H 2.07742 -0.14492 0.89580 -0.068 0.001 0.024 0.049
H 2.07400 -0.57868 2.63828 -0.044 0.003 -0.022 0.049
H 4.44185 0.89394 1.61843 -0.010 0.009 -0.023 0.096
H 1.28105 1.18633 3.30408 0.027 -0.160 -0.007 -0.043
H 1.59756 2.82630 3.62306 0.004 -0.020 0.096 0.032
C -1.97929 -2.57169 -0.22542 0.017 0.045 -0.076 -0.016
C -2.26495 -1.81590 -1.52363 -0.050 -0.022 0.058 -0.653
C -2.14154 -2.74723 -2.73038 0.132 0.069 -0.020 -0.026
C -3.66915 -1.22130 -1.48294 -0.026 0.025 0.023 -0.034
O -1.38129 -0.70953 -1.63148 -0.001 -0.049 -0.021 -0.119
Si 0.26280 -0.57649 -1.89161 0.012 -0.038 -0.021 -0.026
O 0.88490 0.50081 -0.95673 0.281 -0.070 -0.241 -0.470
O 0.84833 -2.13200 -1.74012 -0.021 0.029 -0.021 -0.119
C 2.13812 -2.61373 -2.07982 0.075 -0.090 -0.027 -0.652
C 3.19721 -1.51115 -2.05350 -0.052 0.036 0.006 -0.032
C 2.48166 -3.68399 -1.04733 -0.026 0.019 0.037 -0.031
C 2.06337 -3.23192 -3.47745 -0.044 0.048 0.005 -0.033
O 0.46536 -0.31248 -3.53982 -0.022 -0.035 0.060 -0.117
C 0.04523 0.79839 -4.30809 -0.049 0.079 -0.097 -0.659
C -1.29393 0.45432 -4.96346 -0.002 -0.041 0.040 -0.034
C 1.10998 1.00639 -5.38322 0.046 -0.019 0.019 -0.039
C -0.10149 2.07110 -3.47600 -0.015 -0.018 0.093 -0.042
H -2.69729 -3.38408 -0.08267 0.006 0.010 -0.005 0.084
H -2.04615 -1.89286 0.62691 0.000 -0.017 0.015 0.085
H -0.97237 -2.98716 -0.25687 0.006 -0.012 0.018 0.077
H -2.86318 -3.56440 -2.65875 -0.014 -0.003 0.025 0.081
H -1.13484 -3.16328 -2.77550 -0.018 -0.005 -0.020 0.071
H -2.32978 -2.19400 -3.65364 0.006 -0.002 0.013 0.076
H -4.42345 -2.00750 -1.39423 0.012 0.018 0.004 0.081
H -3.85890 -0.65170 -2.39594 -0.001 -0.007 0.013 0.077
H -3.76267 -0.54835 -0.62872 -0.007 -0.010 -0.013 0.087
H 3.20199 -1.01043 -1.08470 -0.018 0.001 -0.037 0.070
H 2.98214 -0.76131 -2.81721 0.014 0.007 0.037 0.079
H 4.18596 -1.93624 -2.24520 -0.006 -0.024 -0.013 0.084
H 2.51394 -3.23662 -0.05192 0.001 -0.020 -0.015 0.080
H 3.44965 -4.14463 -1.26164 -0.008 0.010 -0.005 0.079
H 1.71299 -4.45967 -1.04817 0.005 0.006 0.005 0.083
H 1.75858 -2.46440 -4.19093 0.001 -0.035 0.000 0.075
H 1.32146 -4.03439 -3.48862 0.003 0.019 -0.002 0.080
H 3.02932 -3.64549 -3.77990 0.012 0.011 0.013 0.078
H -1.19575 -0.46420 -5.54704 -0.003 0.008 0.007 0.083
H -1.62779 1.25929 -5.62384 0.002 0.005 0.009 0.079
H -2.04819 0.29472 -4.19039 0.014 -0.005 -0.016 0.072
H 1.24097 0.08413 -5.95417 0.003 0.015 0.004 0.079
H 2.06237 1.26000 -4.91248 -0.019 -0.012 -0.014 0.085
H 0.83117 1.81096 -6.06861 -0.007 -0.004 0.010 0.077
H -0.89129 1.95164 -2.72992 0.029 0.003 -0.023 0.084
H -0.36185 2.91414 -4.12179 0.005 -0.008 -0.019 0.085
H 0.82034 2.29136 -2.93787 -0.019 -0.015 -0.021 0.064
```
Forces are in eV/Å.

Calculated values
Total charge: -2
HOMO energy (eV): -1.62
ΔE to the lowest compared entry with this formula, charge and spin (kcal per mole): 0.0
Total energy (eV): -104696.0820

> Which of these has the highest total charge?

C23H37AsN6OS4W

> What is the total charge in the second record?

-1

> Among the records above, which one has the lowest total energy?

C23H37AsN6OS4W

> total charge of number 3 (C23H37Cl2N4O4RbS3Si)?

-2